C14H17CaN3S as an isolated structure in a non-equilibrium geometry, computed with wB97M-V/def2-TZVPD.

Geometry (Å):
C1 -0.55431 1.45703 4.93317
C2 -0.58687 -2.01712 4.61111
H1 0.17541 2.25893 5.01892
H2 -1.25824 1.48240 5.76607
H3 -1.10644 1.64902 4.01179
H4 -0.09474 -2.78200 4.00051
H5 -0.22413 -2.14206 5.65708
H6 -1.66054 -2.26536 4.57891
C3 0.89520 2.98357 -1.54424
C4 1.13592 3.68323 -2.73254
C5 1.28694 2.96698 -3.92591
C6 1.22751 1.57302 -3.89399
H7 0.84999 3.50611 -0.58450
H8 1.19170 4.77263 -2.71102
H9 1.43163 3.48096 -4.87518
H10 1.36983 0.96908 -4.79505
N1 0.69496 1.64301 -1.53189
C7 0.95366 0.92680 -2.67115
C8 0.83738 -0.55410 -2.58759
N2 0.63149 -1.07977 -1.34420
C9 0.41994 -2.39968 -1.13652
C10 0.58765 -2.76448 -3.50612
C11 0.36267 -3.26830 -2.22319
H11 0.32996 -2.71315 -0.09131
H12 0.16780 -4.31931 -2.04087
C12 0.86371 -1.40652 -3.69831
H13 1.07643 -0.98863 -4.68010
H14 0.56725 -3.43267 -4.36445
Ca1 -0.45742 0.16870 0.10297
C13 -2.84352 -0.10444 0.35371
H15 -2.96386 -1.20124 0.31945
H16 -3.56151 0.33521 -0.35752
H17 -3.12502 0.23723 1.36352
S1 1.59585 -0.09124 5.71079
C14 0.17534 0.15530 4.83187
N3 -0.39160 -0.71912 4.03579

Properties
- energy (Eh) = -1783.62753
- largest force on an atom (eV Å⁻¹) = 2.98
- net charge = 0
- ΔE to the lowest compared entry with this formula, charge and spin (kcal/mol) = 54.6
- HOMO-LUMO gap (eV) = 2.874
- 2S+1 = 1
- highest occupied orbital energy (Ha) = -0.1869



C35H53FeN3O12P2Si as an isolated structure, computed with wB97M-V/def2-TZVPD.

Geometry (Å):
Fe1 0.03778 0.20163 0.37043
C1 5.19112 -1.32294 3.27547
C2 4.17251 -2.43541 3.09080
C3 4.69592 -3.57670 2.23567
O1 2.90771 -1.94808 2.59366
P1 2.47825 -1.25071 1.20653
O2 1.73510 0.00593 1.63431
C4 1.50316 -2.60338 0.52378
P2 1.00195 -2.02180 -1.15564
O3 -0.11686 0.36199 -1.94926
O4 2.15788 -2.40345 -2.21469
C5 2.55932 -3.56207 -2.96645
C6 3.01859 -4.68198 -2.05677
C7 1.51783 -3.99471 -3.98399
O5 0.05628 -3.40262 -1.43618
C8 -0.85134 -4.26110 -0.73750
C9 -1.93223 -3.49829 0.02592
C10 -0.18223 -5.27774 0.18782
O6 3.89278 -1.08303 0.53435
C11 4.30983 -0.05338 -0.40799
C12 5.23888 -0.72342 -1.38917
C13 4.94667 1.08680 0.35785
H1 5.97749 -1.65896 3.95412
H2 4.71204 -0.43998 3.70289
H3 5.64367 -1.04706 2.32381
H4 3.91182 -2.82565 4.07342
H5 4.88892 -3.22936 1.21883
H6 3.97474 -4.39618 2.20109
H7 5.62953 -3.95421 2.65749
H8 0.65501 -2.75176 1.19512
H9 2.07854 -3.52912 0.48165
H10 3.42879 -3.19129 -3.51044
H11 2.17809 -5.07547 -1.49352
H12 3.77934 -4.31933 -1.36027
H13 3.44917 -5.48903 -2.65240
H14 0.59867 -4.30049 -3.48751
H15 1.90802 -4.83002 -4.56855
H16 1.28987 -3.17419 -4.66906
H17 -1.33574 -4.83081 -1.53429
H18 -1.48502 -2.63743 0.52536
H19 -2.39796 -4.13590 0.78105
H20 -2.71334 -3.13078 -0.63923
H21 0.14484 -4.82708 1.12691
H22 0.67187 -5.75637 -0.28834
H23 -0.90769 -6.05771 0.42857
H24 3.42712 0.29933 -0.93239
H25 6.08330 -1.17906 -0.86551
H26 5.62230 0.01053 -2.10066
H27 4.70101 -1.49969 -1.93747
H28 5.86364 0.76349 0.85638
H29 4.25459 1.46511 1.11307
H30 5.19259 1.89807 -0.33060
O7 1.63765 -0.60621 -0.72086
C14 -0.24286 -1.03054 -2.24216
C15 -1.70159 -1.30858 -2.22857
C16 -2.32132 -1.99033 -3.25107
C17 -3.70313 -2.06347 -3.30160
C18 -4.47508 -1.42629 -2.34531
C19 -3.85746 -0.74981 -1.31318
C20 -2.45762 -0.69551 -1.20323
O8 -1.89391 -0.11396 -0.14737
N1 -4.34658 -2.77224 -4.40443
O9 -3.63359 -3.34577 -5.21002
O10 -5.56232 -2.75284 -4.46866
H31 0.19661 -1.25532 -3.22029
H32 -1.73624 -2.46284 -4.03111
H33 -5.55225 -1.47360 -2.42014
H34 -4.46032 -0.24976 -0.56680
C21 1.95497 0.99740 -3.82891
Si1 0.60237 1.63668 -2.74443
C22 1.21607 2.69625 -1.33609
C23 -0.77398 2.50654 -3.64066
C24 -1.70086 1.75541 -4.37194
C25 -2.81738 2.34999 -4.94044
C26 -3.03036 3.71489 -4.78409
C27 -2.11610 4.48132 -4.07423
C28 -0.99623 3.88003 -3.51169
H35 2.63517 1.79496 -4.14058
H36 1.54870 0.53046 -4.73150
H37 2.52410 0.24150 -3.27632
H38 1.55344 3.68996 -1.64452
H39 2.05354 2.20067 -0.83156
H40 0.40763 2.84251 -0.61085
H41 -1.56082 0.68305 -4.48790
H42 -3.52689 1.74849 -5.49628
H43 -3.90839 4.17927 -5.21556
H44 -2.28224 5.54463 -3.94841
H45 -0.29013 4.49320 -2.95858
O11 -4.67932 1.11290 1.88827
C29 -4.73871 0.46102 3.13504
N2 -5.04654 -0.95492 3.07084
C30 -4.23503 -2.01684 3.35635
O12 -4.65728 -3.15105 3.47952
C31 -2.76896 -1.73639 3.48180
C32 -2.00502 -2.32042 4.47710
C33 -0.64128 -2.08556 4.48175
C34 -0.08222 -1.31422 3.47495
N3 -0.80593 -0.79890 2.47224
C35 -2.12612 -1.01129 2.49893
H46 -3.85319 0.90206 1.42966
H47 -5.53975 0.95496 3.67735
H48 -3.81581 0.58216 3.69668
H49 -6.00051 -1.21186 2.86690
H50 -2.47990 -2.94219 5.22677
H51 -0.00847 -2.50136 5.25369
H52 0.97888 -1.11560 3.44620
H53 -2.66814 -0.62287 1.65587

Properties
- energy (Eh) = -4668.71321
- largest force on an atom (eV Å⁻¹) = 0.88
- ⟨S²⟩ = 6.01
- net charge = 0
- ΔE to the lowest compared entry with this formula, charge and spin (kcal/mol) = 3.2
- HOMO-LUMO gap (alpha / beta) (eV) = 8.230 / 8.169
- 2S+1 = 5
- highest occupied orbital energy (alpha / beta) (Ha) = -0.2975 / -0.2984



A 6-piece molecular cluster, C38H38ClF5NO3P2 overall in a non-equilibrium geometry, computed with wB97M-V/def2-TZVPD.

Geometry (Å):
C1 2.26201 -1.05382 1.60009
C2 3.03817 -0.50155 0.25350
C3 2.22439 -0.75092 -1.14924
Cl1 3.35425 -0.52422 -2.64623
C4 1.48814 -2.22187 -1.11819
C5 -0.16593 -2.33968 -1.11464
C6 -0.80003 -3.86860 -1.06474
C7 0.25834 -5.16230 -1.01289
N1 1.77631 -4.99081 -1.02001
C8 2.40590 -3.58372 -1.09087
P1 4.35305 -3.58439 -1.14801
P2 4.77590 -4.53732 -3.11004
O1 4.81756 -6.09757 -2.86090
O2 6.17786 -3.87772 -3.90538
O3 3.35703 -4.22748 -4.10613
H1 3.00030 -0.83593 2.51070
H2 1.26448 -0.46510 1.80625
H3 2.09850 -2.22614 1.60773
H4 4.11971 -0.94454 0.10795
H5 3.16202 0.67455 0.40971
H6 1.37710 0.07466 -1.23764
H7 -0.82408 -1.36137 -1.13018
H8 -1.96643 -3.98923 -1.02644
H9 -0.12557 -6.28943 -0.94256
H10 2.38838 -5.86062 -0.99594
H11 4.82596 -4.41903 -0.06729
H12 6.97609 -4.08688 -3.33615
H13 3.61577 -3.66474 -4.91824
F1 -2.73823 0.20153 -0.39407
C9 -2.04727 1.26096 0.04730
C10 -2.07809 1.58280 1.39975
C11 -1.35467 2.68275 1.86055
C12 -0.61651 3.45583 0.96097
C13 -0.59596 3.12766 -0.39542
C14 -1.31040 2.02119 -0.85404
H14 -2.66374 0.97572 2.08233
H15 -1.36597 2.93813 2.91725
H16 -0.05601 4.31631 1.32013
H17 -0.02404 3.73325 -1.09433
H18 -1.29831 1.74654 -1.90358
F2 -4.86952 1.54631 2.81404
C15 -5.57774 2.67422 2.66967
C16 -5.61648 3.59574 3.71032
C17 -6.34957 4.77265 3.55849
C18 -7.04537 5.01001 2.37050
C19 -7.00441 4.07660 1.33369
C20 -6.26221 2.90514 1.48161
H19 -5.07657 3.39045 4.62891
H20 -6.37988 5.50306 4.36318
H21 -7.62066 5.92603 2.25422
H22 -7.55010 4.26162 0.41158
H23 -6.21218 2.17302 0.68247
F3 8.07831 -4.38877 -1.09785
C21 9.37192 -4.04214 -1.13036
C22 10.05276 -4.05241 -2.34280
C23 11.39832 -3.68662 -2.37791
C24 12.05152 -3.32478 -1.19715
C25 11.36080 -3.32249 0.01563
C26 10.01251 -3.67751 0.04862
H24 9.53112 -4.34436 -3.24840
H25 11.93752 -3.68388 -3.32195
H26 13.10219 -3.04386 -1.22432
H27 11.87238 -3.04446 0.93394
H28 9.45806 -3.67259 0.98120
F4 -2.92367 -5.04642 -4.35581
C27 -1.85762 -4.78064 -5.12231
C28 -2.03868 -4.49668 -6.47148
C29 -0.92944 -4.21484 -7.26881
C30 0.35079 -4.23087 -6.70977
C31 0.52262 -4.52200 -5.35565
C32 -0.58767 -4.79277 -4.55628
H29 -3.03982 -4.49701 -6.89001
H30 -1.06102 -3.98397 -8.32301
H31 1.21606 -4.01538 -7.33303
H32 1.52034 -4.53793 -4.92369
H33 -0.47307 -5.01224 -3.49996
F5 -6.18531 7.15267 5.49024
C33 -7.10418 7.95571 6.04289
C34 -6.83250 8.57005 7.26044
C35 -7.78690 9.41032 7.83373
C36 -9.00797 9.61840 7.18761
C37 -9.27324 8.99323 5.96830
C38 -8.31430 8.16199 5.38993
H34 -5.88189 8.39001 7.75174
H35 -7.58109 9.90149 8.78154
H36 -9.75384 10.27033 7.63731
H37 -10.22594 9.15345 5.46930
H38 -8.50038 7.67520 4.43834

Properties
- energy (Eh) = -3393.00105
- largest force on an atom (eV Å⁻¹) = 5.88
- net charge = +1
- HOMO-LUMO gap (eV) = 5.370
- 2S+1 = 1
- highest occupied orbital energy (Ha) = -0.3827